Below is the molecule C3H5N3OS in a non-equilibrium geometry, with properties calculated with the ωB97M-V functional and the def2-TZVPD basis.

Its structure (SMILES) is Nn1ccc(=S)n1O. The HOMO energy comes out at -8.118 eV. The calculation puts the relative energy (zero: lowest compared OMol25 entry of this formula, charge and spin) at 130.92 kcal per mole. The calculation puts the frontier orbital gap at 7.84 eV. The energy comes out at -20539.9819 eV. The value obtained for the lowest unoccupied orbital energy is -0.2786 eV.

The geometry in ORCA input format:
```
! RIJCOSX wB97M-V def2-TZVPD def2/J DEFGRID3
* xyz 0 1
N -1.93203 -0.54986 0.46582
N -0.69314 -0.08307 -0.17108
C -0.56908 1.25214 -0.17622
C 0.79624 1.53682 -0.15517
C 1.40708 0.24707 0.03176
S 3.01765 -0.24345 0.23087
N 0.37578 -0.75376 0.18870
O 0.51563 -1.97967 -0.32093
H -1.93714 -0.78131 1.40216
H -2.27079 -1.19053 -0.21016
H -1.43091 1.96401 -0.25541
H 1.33661 2.53734 0.03009
H 1.38410 -1.95573 -1.06041
*
```

Atomic partial charges in e from the Mulliken method, atoms 1 to 4: -0.5894, 0.2963, -0.0048, -0.6332